No. 1
179
Properties=species:S:1:pos:R:3:lowdin_charge:R:1 method="wB97M-V/def2-TZVPD" e_above_lowest_kcal_mol=440.8 charge=-1 e_homo_ev=-4.2046 homo_lumo_gap_ev=5.60 max_force_ev_per_a=5.4
C 4.095 3.835 3.385 -0.1164
C 3.562 2.897 2.110 -0.2592
O 3.860 1.467 2.284 -0.2320
C 3.976 0.779 0.959 -0.1317
C 2.481 0.147 0.555 -0.1817
O 2.512 -1.305 0.322 -0.3029
C 1.193 -1.845 -0.040 -0.2743
Ga -0.207 -1.724 1.534 0.2971
C 0.926 -1.706 3.314 -0.1543
C 0.301 -1.103 4.744 -0.0848
C 1.174 -1.106 6.170 -0.0962
C 2.715 -1.677 6.152 -0.1147
C 3.406 -2.257 4.771 -0.0912
C 2.489 -2.281 3.389 -0.0676
P -1.532 -3.644 1.550 0.7579
C -2.735 -3.744 0.072 -0.5057
C -4.307 -4.101 0.503 -0.1970
C -2.373 -3.971 3.229 -0.5018
C -3.194 -2.703 3.864 -0.1970
C -1.225 0.051 1.237 -0.3205
F -0.587 0.819 0.102 -0.1473
F -0.986 0.887 2.459 -0.1218
C -2.806 -0.110 0.833 -0.1822
C -3.676 1.290 1.073 -0.2533
Si -5.535 0.994 1.477 0.5110
C -6.136 -0.818 1.232 -0.2201
C -6.616 2.135 0.313 -0.2337
C -5.826 1.686 3.282 -0.2136
C -6.030 0.730 4.616 -0.0623
C -6.240 1.420 6.122 -0.0724
C -6.229 3.083 6.226 -0.0794
C -6.049 4.080 4.908 -0.0684
C -5.851 3.339 3.424 -0.0661
H 4.015 3.286 4.420 0.0799
H 3.428 4.816 3.474 0.0748
H 5.204 4.233 3.213 0.0759
H 2.385 3.078 2.042 0.1282
H 4.037 3.373 1.132 0.1173
H 4.382 1.478 0.112 0.1172
H 4.700 -0.139 1.156 0.1344
H 1.763 0.488 1.426 0.1231
H 2.114 0.718 -0.412 0.1197
H 1.337 -3.003 -0.255 0.0729
H 0.769 -1.366 -1.021 0.0680
H -0.781 -0.646 4.829 0.0581
H 0.674 -0.700 7.161 0.0589
H 3.342 -1.688 7.140 0.0565
H 4.523 -2.657 4.718 0.0623
H 3.033 -2.745 2.435 0.0871
H -2.387 -4.684 -0.578 0.0625
H -2.669 -2.823 -0.672 0.0659
H -4.962 -3.887 -0.463 0.0703
H -4.438 -5.269 0.709 0.0769
H -4.659 -3.514 1.453 0.0366
H -1.550 -4.275 4.010 0.0769
H -3.117 -4.895 3.153 0.0704
H -2.447 -1.988 4.410 0.0511
H -3.920 -3.130 4.710 0.0749
H -3.880 -2.124 3.113 0.0279
H -2.833 -0.280 -0.348 0.1289
H -3.319 -1.057 1.297 0.0656
H -3.241 1.969 1.922 0.0839
H -3.604 1.933 0.073 0.0911
H -7.317 -0.812 1.298 0.0610
H -5.679 -1.546 2.027 0.0134
H -5.833 -1.172 0.153 0.0576
H -7.650 2.373 0.858 0.0583
H -6.775 1.507 -0.680 0.0325
H -6.034 3.146 0.057 0.0492
H -6.025 -0.460 4.527 0.0831
H -6.381 0.710 7.061 0.0785
H -6.341 3.617 7.267 0.0630
H -6.042 5.261 4.996 0.0777
H -5.730 4.032 2.473 0.0822
O -2.181 5.837 -3.111 -0.2904
S -1.531 4.796 -3.877 0.6201
O -2.128 3.490 -4.060 -0.2890
O -0.009 4.604 -3.328 -0.2699
C 0.189 4.349 -1.945 -0.2723
C -0.117 2.905 -1.597 -0.0838
C -1.110 5.447 -5.474 -0.1308
H -0.404 5.038 -1.333 0.1166
H 1.243 4.552 -1.729 0.1214
H -1.184 2.690 -1.712 0.0694
H 0.162 2.688 -0.563 0.0679
H 0.422 2.223 -2.263 0.0891
H -0.617 6.411 -5.345 0.0715
H -2.035 5.571 -6.042 0.0732
H -0.454 4.738 -5.983 0.0726
O -10.263 1.341 -3.761 -0.2861
S -9.654 0.107 -3.315 0.6198
O -8.810 0.047 -2.141 -0.2914
O -8.861 -0.576 -4.564 -0.2766
C -7.889 0.194 -5.257 -0.2751
C -6.589 0.275 -4.479 -0.0683
C -10.921 -1.126 -3.156 -0.1262
H -8.275 1.193 -5.489 0.1161
H -7.702 -0.309 -6.211 0.1203
H -6.717 0.855 -3.559 0.0659
H -5.809 0.757 -5.076 0.0834
H -6.248 -0.723 -4.187 0.0885
H -11.535 -1.121 -4.058 0.0703
H -11.530 -0.873 -2.286 0.0753
H -10.450 -2.100 -3.010 0.0737
O -6.781 -5.729 -7.275 -0.2818
S -7.272 -4.678 -8.140 0.6242
O -7.038 -3.278 -7.857 -0.2902
O -8.866 -4.902 -8.395 -0.2689
C -9.727 -5.013 -7.271 -0.2774
C -10.017 -3.655 -6.659 -0.0763
C -6.733 -5.011 -9.798 -0.1249
H -9.311 -5.702 -6.528 0.1180
H -10.665 -5.451 -7.628 0.1226
H -9.117 -3.227 -6.208 0.0673
H -10.780 -3.737 -5.880 0.0784
H -10.362 -2.951 -7.423 0.0880
H -6.947 -6.054 -10.038 0.0739
H -5.657 -4.829 -9.846 0.0773
H -7.254 -4.339 -10.482 0.0740
O 10.019 -2.016 3.785 -0.2955
S 9.528 -0.965 2.920 0.6234
O 9.762 0.436 3.202 -0.2929
O 7.934 -1.188 2.665 -0.2657
C 7.073 -1.299 3.789 -0.2818
C 6.783 0.058 4.401 -0.0664
C 10.067 -1.298 1.262 -0.1324
H 7.489 -1.988 4.532 0.1155
H 6.135 -1.737 3.432 0.1009
H 7.683 0.487 4.852 0.0682
H 6.020 -0.023 5.180 0.0780
H 6.438 0.763 3.637 0.0786
H 9.853 -2.340 1.022 0.0755
H 11.143 -1.116 1.214 0.0721
H 9.546 -0.625 0.578 0.0685
O -4.798 3.400 9.590 -0.2984
S -3.551 3.442 10.323 0.6206
O -2.740 4.639 10.392 -0.2896
O -2.612 2.200 9.844 -0.2674
C -2.327 2.054 8.460 -0.2710
C -1.260 3.033 8.008 -0.0718
C -3.847 2.871 11.978 -0.1278
H -3.239 2.158 7.862 0.1097
H -1.960 1.033 8.314 0.1224
H -1.628 4.063 8.052 0.0700
H -0.957 2.827 6.977 0.0852
H -0.381 2.976 8.657 0.0844
H -4.419 1.943 11.935 0.0733
H -4.419 3.640 12.502 0.0738
H -2.888 2.716 12.475 0.0738
O 11.362 0.041 -1.478 -0.2872
S 12.261 -0.145 -2.596 0.6289
O 13.474 -0.927 -2.485 -0.2893
O 12.633 1.311 -3.226 -0.2658
C 13.166 2.309 -2.368 -0.2786
C 14.634 2.063 -2.075 -0.0795
C 11.329 -0.754 -3.979 -0.1209
H 12.584 2.379 -1.443 0.1177
H 13.062 3.268 -2.887 0.1229
H 14.769 1.158 -1.474 0.0711
H 15.065 2.902 -1.523 0.0796
H 15.196 1.920 -3.003 0.0841
H 10.434 -0.141 -4.100 0.0743
H 11.049 -1.788 -3.768 0.0801
H 11.954 -0.713 -4.873 0.0770
O 8.819 -2.789 -6.166 -0.2904
S 8.328 -1.738 -7.031 0.6174
O 8.562 -0.338 -6.748 -0.2933
O 6.734 -1.962 -7.286 -0.2675
C 5.873 -2.073 -6.162 -0.2751
C 5.583 -0.715 -5.550 -0.0731
C 8.867 -2.071 -8.689 -0.1246
H 6.289 -2.762 -5.419 0.1183
H 4.935 -2.511 -6.519 0.1251
H 6.483 -0.287 -5.099 0.0698
H 4.820 -0.797 -4.771 0.0862
H 5.238 -0.011 -6.314 0.0853
H 8.653 -3.114 -8.929 0.0745
H 9.943 -1.889 -8.737 0.0757
H 8.346 -1.399 -9.373 0.0748

***

No. 2
178
Properties=species:S:1:pos:R:3:lowdin_charge:R:1 method="wB97M-V/def2-TZVPD" smiles="CCOC(=O)C(F)(F)F.CCOC(=O)C(F)(F)F.COCCOCCOC.COCCOCCOC.COCCOCCOC.COCCOCCOC.COCCOCCOC.COCCOCCOC.O=C1CCCO1" e_homo_ev=-9.3439 homo_lumo_gap_ev=9.79 max_force_ev_per_a=3.0
C 3.901 -3.099 2.026 -0.0292
C 2.741 -2.117 2.488 -0.1009
O 1.581 -2.841 3.129 0.0442
C 0.674 -3.238 2.283 -0.4328
O 0.639 -3.176 1.092 0.1515
C -0.672 -3.640 2.963 -0.4875
F -1.132 -2.606 3.775 0.0988
F -1.608 -3.750 2.038 0.1716
F -0.503 -4.753 3.693 0.1674
H 4.505 -2.473 1.404 0.0500
H 3.504 -3.856 1.379 0.0678
H 4.547 -3.414 2.839 0.0760
H 2.320 -1.537 1.657 0.1054
H 3.188 -1.491 3.243 0.1062
C -4.393 -2.342 1.702 -0.0458
C -3.716 -1.812 0.486 -0.1920
O -4.723 -1.794 -0.525 0.0473
C -4.681 -0.844 -1.418 -0.3964
O -3.770 -0.090 -1.749 0.1243
C -6.014 -0.862 -2.145 -0.5505
F -6.222 0.354 -2.711 0.1461
F -6.004 -1.787 -3.088 0.1874
F -7.016 -1.169 -1.318 0.1710
H -3.731 -2.188 2.613 0.0974
H -4.501 -3.397 1.644 0.0673
H -5.361 -1.854 1.843 0.0917
H -2.858 -2.456 0.192 0.1079
H -3.442 -0.771 0.598 0.1004
C 4.975 4.215 2.805 -0.0987
O 4.805 2.913 2.256 -0.2122
C 5.914 2.428 1.537 -0.1888
C 5.451 1.198 0.758 -0.2073
O 4.883 1.661 -0.437 -0.1466
C 4.848 0.679 -1.525 -0.1205
C 5.743 1.221 -2.676 -0.2504
O 5.271 2.401 -3.247 -0.1992
C 5.848 2.682 -4.523 -0.0741
H 5.701 4.200 3.675 0.1089
H 4.056 4.461 3.253 0.0556
H 5.294 4.974 2.128 0.0800
H 6.749 2.188 2.175 0.1198
H 6.189 3.170 0.757 0.1403
H 4.759 0.617 1.359 0.1200
H 6.310 0.575 0.601 0.1137
H 3.821 0.770 -1.973 0.1037
H 5.176 -0.329 -1.157 0.1403
H 5.899 0.423 -3.449 0.1211
H 6.735 1.466 -2.291 0.1232
H 5.403 1.922 -5.174 0.0757
H 6.945 2.640 -4.425 0.0933
H 5.533 3.712 -4.752 0.0984
C -1.317 -3.038 -1.691 -0.1105
O -0.316 -3.771 -2.352 -0.1804
C 0.901 -3.047 -2.586 -0.1772
C 1.906 -4.068 -3.120 -0.1711
O 1.550 -4.461 -4.487 -0.1602
C 0.845 -5.778 -4.561 -0.1325
C 0.957 -6.263 -6.002 -0.2451
O 0.301 -7.486 -6.157 -0.1799
C 0.406 -8.027 -7.452 -0.0961
H -0.845 -2.533 -0.837 0.0621
H -2.102 -3.734 -1.434 0.0855
H -1.858 -2.180 -2.274 0.1117
H 1.204 -2.653 -1.591 0.1173
H 0.832 -2.214 -3.303 0.1211
H 1.927 -4.888 -2.403 0.1212
H 2.911 -3.643 -3.087 0.1058
H -0.146 -5.699 -4.125 0.1207
H 1.425 -6.555 -4.024 0.1278
H 2.070 -6.287 -6.310 0.1494
H 0.495 -5.523 -6.614 0.1094
H -0.322 -7.568 -8.139 0.1000
H 0.273 -9.080 -7.309 0.0850
H 1.392 -7.875 -7.762 0.0603
C 3.667 -2.807 -7.364 -0.0984
O 3.243 -1.571 -6.824 -0.1666
C 3.581 -1.480 -5.484 -0.2194
C 3.246 -0.087 -4.904 -0.1482
O 1.883 0.104 -4.519 -0.1457
C 0.971 0.899 -5.328 -0.1386
C -0.204 0.115 -5.936 -0.2524
O -1.005 -0.284 -4.887 -0.2006
C -2.009 -1.157 -5.410 -0.0866
H 4.731 -2.985 -7.170 0.0909
H 3.543 -2.778 -8.475 0.1038
H 3.094 -3.625 -7.020 0.0589
H 4.690 -1.563 -5.303 0.1236
H 3.320 -2.456 -4.934 0.1274
H 3.462 0.632 -5.666 0.1085
H 3.875 0.140 -4.024 0.0889
H 1.461 1.129 -6.220 0.0909
H 0.496 1.793 -4.780 0.1509
H 0.143 -0.737 -6.545 0.1300
H -0.812 0.799 -6.593 0.1396
H -1.536 -2.071 -5.811 0.0971
H -2.533 -0.644 -6.231 0.0851
H -2.767 -1.299 -4.626 0.0837
C -7.678 3.956 1.755 -0.0827
O -6.963 2.733 1.481 -0.2007
C -5.556 2.830 1.426 -0.1824
C -4.975 1.415 1.209 -0.1749
O -4.668 0.774 2.420 -0.1452
C -3.443 1.260 3.019 -0.1399
C -3.249 0.476 4.317 -0.1700
O -3.335 1.213 5.531 -0.1723
C -2.213 2.038 5.756 -0.0906
H -7.928 4.357 0.754 0.0917
H -7.189 4.681 2.391 0.0798
H -8.595 3.646 2.204 0.0709
H -5.158 3.306 2.350 0.1264
H -5.378 3.444 0.533 0.1217
H -4.114 1.498 0.556 0.1059
H -5.723 0.751 0.732 0.1370
H -3.608 2.270 3.343 0.1006
H -2.644 1.137 2.329 0.0995
H -2.379 -0.145 4.240 0.1001
H -4.121 -0.153 4.387 0.1262
H -2.152 2.863 5.019 0.0861
H -1.326 1.492 5.695 0.0416
H -2.431 2.407 6.760 0.1003
C 3.706 1.894 5.301 -0.1184
O 2.962 0.810 5.760 -0.1524
C 1.666 0.806 5.175 -0.2168
C 0.835 -0.314 5.627 -0.1924
O 0.314 -0.063 6.959 -0.1265
C -0.540 -1.114 7.449 -0.1964
C -1.228 -0.624 8.618 -0.2116
O -2.101 -1.652 9.112 -0.1851
C -3.138 -1.095 9.943 -0.1076
H 3.319 2.803 5.708 0.0870
H 3.775 1.837 4.245 0.0593
H 4.716 1.896 5.664 0.0878
H 1.752 0.930 4.086 0.1234
H 1.088 1.712 5.470 0.1329
H 1.354 -1.267 5.671 0.1230
H 0.040 -0.605 4.891 0.1219
H 0.045 -1.997 7.497 0.1227
H -1.315 -1.422 6.767 0.1265
H -1.900 0.126 8.292 0.1033
H -0.599 -0.248 9.452 0.1466
H -2.658 -0.464 10.761 0.1013
H -3.679 -1.877 10.460 0.0716
H -3.921 -0.502 9.406 0.0950
C -3.695 2.949 -3.305 -0.0493
O -2.837 3.194 -2.114 -0.2080
C -2.738 4.612 -1.813 -0.1993
C -1.756 4.833 -0.727 -0.1740
O -2.201 4.146 0.485 -0.1399
C -1.620 4.709 1.638 -0.1852
C -0.341 3.984 2.017 -0.1607
O 0.567 4.071 0.875 -0.2014
C 1.697 3.287 1.167 -0.1042
H -3.777 1.849 -3.363 0.0677
H -3.315 3.374 -4.236 0.0843
H -4.681 3.256 -2.975 0.0780
H -3.743 4.968 -1.590 0.1267
H -2.261 5.141 -2.642 0.1264
H -1.635 5.906 -0.639 0.1270
H -0.792 4.419 -0.970 0.1066
H -2.354 4.480 2.424 0.1220
H -1.601 5.742 1.441 0.1069
H -0.533 2.932 2.261 0.1144
H 0.175 4.416 2.885 0.1272
H 2.240 3.445 0.228 0.1020
H 1.489 2.181 1.320 0.1075
H 2.270 3.728 2.001 0.0770
O -0.711 -0.476 1.407 0.1009
C -0.277 0.058 0.418 -0.4782
C -0.867 1.152 -0.410 -0.0451
C 0.079 1.306 -1.606 -0.1126
C 1.275 0.560 -1.216 -0.1347
O 0.924 -0.301 -0.081 0.0049
H -1.879 0.952 -0.687 0.0964
H -0.957 1.993 0.219 0.0859
H -0.394 0.994 -2.522 0.1026
H 0.214 2.362 -1.801 0.1148
H 1.767 -0.137 -1.913 0.1143
H 2.011 1.220 -0.830 0.0873